Entry 1:
78
Properties=species:S:1:pos:R:3:lowdin_charge:R:1 method="wB97M-V/def2-TZVPD" smiles=CCO.CCO.CCO.CCO.CCO.CCO.CCO.O.O.O.O.O charge=0 energy_ev=-39930.7424 lumo_energy_ev=0.02 relative_energy_kcal_mol=0.00
H 6.06943 4.18712 11.90732 0.075
H 5.02735 6.70615 15.64088 0.021
O 2.52819 5.25315 8.93369 -0.102
O 11.46572 4.52803 11.69366 -0.085
H 2.92380 8.45995 8.71562 0.063
H 7.94291 6.78085 9.71678 0.001
H 8.23002 10.72492 10.16405 0.041
H 6.41323 8.48352 15.36119 0.107
C 5.93389 8.25384 16.32668 -0.329
O 3.12824 7.90704 9.47463 -0.051
H 7.26786 4.07998 4.88610 0.074
H 9.53601 3.41481 9.16891 0.061
H 7.73742 4.53867 7.22332 0.096
H 6.12523 7.74131 11.35469 0.041
H 3.53925 3.83583 13.93729 0.068
O 2.54462 3.17323 16.29747 -0.082
H 5.64148 12.11770 8.32431 0.076
O 8.56459 6.35138 9.10761 -0.055
H 3.94617 9.07932 12.13716 0.075
H 3.55520 3.72160 7.99027 0.105
H 1.82030 2.96037 6.57414 0.082
C 6.55304 4.71144 5.42716 -0.086
H 7.78005 8.01284 17.40488 0.076
C 2.78508 4.45813 7.75287 -0.285
H 5.57694 4.41714 5.03890 0.070
H 12.00735 3.87063 12.13586 0.073
C 6.07104 5.12971 11.36261 -0.062
H 8.28014 8.76696 11.44593 0.010
H 6.77259 5.74880 5.17234 0.073
C 3.82046 3.78658 16.06960 -0.315
H 6.83051 2.50346 7.12685 0.081
O 3.57832 6.98453 14.05049 -0.048
H 5.06026 5.50934 11.19745 0.066
O 7.02977 7.37133 11.31719 -0.137
C 10.49549 3.58478 9.66836 -0.092
H 6.40106 8.40387 18.41187 0.076
H 10.97874 4.44141 9.20644 0.075
C 1.55808 3.70751 7.32672 -0.086
H 7.92007 5.77574 12.25466 0.104
H 0.78831 4.37847 6.95048 0.078
H 2.98280 6.97814 9.18969 0.025
H 5.19583 4.18378 14.48722 0.064
H 4.38089 11.05900 8.91725 0.065
C 6.87158 8.60606 17.44465 -0.095
H 4.09230 7.51516 13.42537 0.004
O 6.16826 3.17866 7.29527 -0.090
H 8.35478 6.72652 8.24721 0.036
O 7.64835 11.10277 9.48492 -0.081
O 8.92946 9.48806 11.51214 -0.052
O 5.65856 6.84098 16.35969 -0.100
C 4.31112 3.56211 14.65321 -0.097
H 6.45137 6.40404 13.04417 0.106
H 4.57641 3.45992 16.79306 0.115
H 4.61140 2.52090 14.51329 0.073
H 6.49753 4.97166 10.36654 0.066
H 3.67767 4.84860 16.26779 0.097
C 6.91901 6.16010 12.08493 -0.262
O 4.53386 8.46611 11.68442 -0.072
C 6.69008 4.45604 6.92097 -0.326
H 1.14274 3.16134 8.17530 0.078
H 4.08549 8.27302 10.82132 0.022
H 10.10964 2.95352 11.70132 0.111
H 2.91714 6.54371 13.50933 0.049
C 5.43778 11.09438 8.63218 -0.090
C 10.30327 3.87469 11.14040 -0.302
H 2.65504 2.22101 16.21755 0.076
C 6.33009 10.69800 9.78164 -0.351
H 9.76980 9.08555 11.27126 0.056
H 2.55651 4.63920 9.67415 0.096
H 3.15794 5.10099 6.96088 0.116
H 5.56749 10.39997 7.80018 0.072
H 5.97002 11.16209 10.71404 0.114
H 11.05614 2.66108 9.51316 0.069
H 6.13717 5.19995 7.49565 0.100
H 7.04935 9.68283 17.41587 0.076
H 5.01000 8.84114 16.35366 0.112
H 9.46490 4.54415 11.32404 0.079
H 6.27696 9.61433 9.95250 0.086

Entry 2:
82
Properties=species:S:1:pos:R:3:lowdin_charge:R:1 method="wB97M-V/def2-TZVPD" s_squared=0.750 charge=-2 energy_ev=-43495.8782 lumo_energy_ev="4.10 / 4.05" multiplicity=2
O -0.81883 -3.11953 -5.06377 -0.048
H -1.66993 4.39145 0.85772 0.070
H -3.57513 -2.07360 -5.52329 0.065
O -3.71569 -1.33408 -2.82380 -0.110
N 1.92103 2.34186 0.65701 0.052
H -4.11157 -1.37371 -1.95013 0.095
H 2.44719 -0.93126 4.79629 0.056
H 0.67399 4.99118 2.21042 0.058
C -1.69472 2.84032 -0.33370 -0.310
C -4.60564 -1.10137 -3.84879 -0.344
C 0.00337 -0.99017 -0.22047 -0.133
C 1.71332 3.77729 0.85719 -0.360
O -2.03262 -0.05392 -5.02047 -0.067
O -2.84965 -2.15717 2.02720 -0.239
H -2.32191 -0.32610 -4.14958 -0.006
H -0.57567 -2.23504 -4.79030 -0.017
O 3.13988 -0.81296 -0.86529 -0.081
H 4.24884 7.34596 1.85121 0.077
H -1.02004 -0.84123 -1.92225 0.067
H 1.56397 3.77009 3.12950 0.053
C 0.97131 3.94271 2.23114 -0.116
H 2.26965 -1.21160 -0.86004 -0.027
H 2.10173 -2.29108 2.80308 0.092
H -4.28192 -3.17236 -4.23730 0.068
H 0.06950 3.34081 2.34317 0.044
H 1.04336 1.84348 0.61940 0.038
H -1.32447 -4.61020 -0.18347 0.001
H -3.70728 2.68835 0.83120 0.051
H 0.67889 -1.60008 0.37933 0.047
C -0.50426 -1.69389 -1.48062 -0.478
H 1.08483 4.15789 0.05206 0.118
H 3.18423 1.70076 3.76742 0.087
H 4.87373 5.81145 2.61896 0.073
C 1.73237 0.53628 3.41800 -0.410
O 3.22935 5.77430 1.24715 -0.222
H 1.89615 -3.18255 5.03957 0.054
O -0.40755 -4.87325 -0.26290 -0.063
H -2.80873 -1.37133 2.57219 -0.040
H 0.59784 -0.11525 -0.48359 0.042
H -3.68737 2.66047 -1.01827 0.057
H -1.39940 2.40147 -1.28675 0.117
H -5.60487 -1.06497 -3.41486 0.106
H 5.25164 6.22232 0.90069 0.073
H -1.09340 0.10306 -4.92319 -0.014
H 1.27412 0.31740 -4.52543 0.039
H 0.05220 -4.33969 0.38530 -0.012
H 0.76005 -0.29347 5.03485 0.041
H -1.07497 2.23580 0.32854 0.073
H -4.36190 -0.08831 -4.16880 0.100
H -2.68575 -2.87895 2.63416 -0.020
H -2.69544 -3.62455 -3.04033 -0.014
H -0.83933 -0.68126 0.39803 0.044
H 3.10232 -0.16398 -1.56790 0.016
C 1.79597 -0.05719 4.79175 -0.175
O 1.45035 -4.03783 1.84494 -0.058
C -4.38690 -2.25674 -4.81931 -0.066
H -3.33510 1.34116 -0.19037 0.050
H 1.41681 -4.78796 4.25687 0.065
O 0.69194 -0.43298 -4.64477 -0.076
H 2.20546 0.61823 5.54290 0.049
O 0.48802 -2.08637 -2.37984 -0.331
H 0.46336 -2.75331 3.01440 0.108
H 2.29413 1.95296 1.51121 0.020
H 3.58719 4.41613 -0.07945 0.114
C -3.18219 2.41513 -0.08408 -0.106
H -2.95250 -4.65226 -1.95884 0.019
O -2.46840 -4.51522 -2.77314 -0.051
H 1.44406 -0.23772 2.70673 0.106
H -5.27880 -2.31608 -5.44309 0.059
C 1.46517 -3.16958 2.90861 -0.366
C 3.15536 4.42648 0.92130 -0.221
O 2.91281 1.08373 3.08390 -0.100
C 4.52533 6.30116 1.70961 -0.086
H 0.67325 -0.86076 -3.78869 -0.020
C 1.95885 -3.84569 4.17677 -0.125
H 2.23469 -4.58987 1.88558 0.096
H 3.79383 3.83142 1.57426 0.114
H -1.10350 -2.55620 -1.18835 0.063
H -0.77329 -3.09624 -6.01960 0.020
H 1.01116 1.35291 3.38497 0.088
O -1.45733 4.20801 -0.06030 -0.097
H 2.95351 -4.28308 4.09058 0.065

Entry 3:
29
Properties=species:S:1:pos:R:3:lowdin_charge:R:1 method="wB97M-V/def2-TZVPD" charge=+1 energy_ev=-63200.1198 lumo_energy_ev="-7.77 / -7.76" relative_energy_kcal_mol=0.70
C -2.27758 -1.78923 -1.09184 -0.623
N -6.39866 -4.18088 -1.87538 0.237
C 4.63364 0.54013 -0.12267 -0.009
H -0.80330 -4.86970 -1.60211 0.136
C -5.30099 -3.87490 -1.73541 -0.140
S 0.37748 -2.37238 -1.01185 0.852
F 1.95975 4.43777 0.54851 0.124
C 2.15990 1.72870 -0.05747 -0.614
S 0.43998 2.11386 -0.10306 0.695
C 3.21602 3.99408 0.45504 -0.601
C 3.47699 -0.18159 -0.34651 -0.083
C -3.23703 -5.82842 -1.97664 -0.141
C -1.22843 -2.78116 -1.21349 -0.637
C -2.89126 -4.47137 -1.67712 -0.131
H 3.49240 -1.24253 -0.55666 0.119
Pd 0.31774 -0.10815 -0.56056 0.347
F 3.84419 4.27861 1.60221 0.168
N 2.28800 0.41444 -0.31008 -0.135
C 3.27708 2.51232 0.17562 -0.085
C -3.63150 -2.18385 -1.27167 -0.028
H 5.40974 2.49033 0.31948 0.145
S -1.93324 -0.19312 -0.74538 0.851
C 4.52278 1.89586 0.13899 0.046
H 5.59480 0.04992 -0.15313 0.123
H -4.41634 -1.44506 -1.18130 0.137
C -3.93528 -3.48300 -1.55555 -0.131
N -3.50623 -6.91711 -2.22257 0.236
F 3.82688 4.67857 -0.52012 0.169
C -1.58186 -4.12488 -1.51008 -0.031

Entry 4:
31
Properties=species:S:1:pos:R:3:lowdin_charge:R:1 method="wB97M-V/def2-TZVPD" charge=0 energy_ev=-219794.6079 lumo_energy_ev=-1.99 relative_energy_kcal_mol=0.00
C -2.87168 2.77983 -1.03317 -0.284
Br 4.11478 -0.85486 3.69569 0.799
H -1.02371 -0.29543 3.28732 0.127
H -2.55080 0.82929 1.42077 0.098
C 4.24286 -0.72109 0.88098 -0.156
H 5.30652 -0.84500 1.02593 0.101
H -2.67976 -0.91572 1.18806 0.088
C 2.39398 -0.45524 -0.66710 -0.378
S -0.31807 2.69942 -1.86400 0.657
C 1.51861 -0.39632 0.45856 -0.130
C 1.04723 -0.48138 2.81298 0.005
C -2.14126 -0.01967 0.87252 -0.031
S -1.52552 0.33189 -4.01903 0.493
H -2.33066 0.13384 -0.18751 0.025
I -1.35325 -3.83510 -0.30612 0.087
H 1.37423 -0.57761 3.83879 0.088
I -1.64772 -2.05560 -2.36714 0.422
Sc 0.07362 0.27149 -2.01812 0.449
C -0.68692 -0.18814 1.16887 -0.303
C 3.74592 -0.60638 -0.42561 -0.597
Br 4.93347 -0.67630 -1.88381 0.822
O 1.86740 -0.35496 -1.87378 -0.205
N -3.54744 3.24557 -0.22819 0.200
C -3.85015 0.84665 -2.73346 -0.309
C -1.98215 2.17613 -1.97256 -0.763
C -2.48111 1.22208 -2.82782 -0.777
C -0.27354 -0.32513 2.51011 0.011
C 2.00248 -0.52248 1.77592 -0.178
C 3.39702 -0.68475 1.95328 -0.615
N -4.94022 0.48755 -2.65656 0.199
N 0.18587 -0.21257 0.17419 0.055